1.
C27H22N4O3RhS3 as an isolated structure, computed with ωB97M-V/def2-TZVPD.

Structure (XYZ):
```
60
Properties=species:S:1:pos:R:3:forces:R:3
Rh -0.115864 0.007194 -0.073052 0.16 0.09 0.12
C -2.284422 0.241065 2.902639 -0.02 0.04 -0.04
C -0.812903 0.239884 3.142407 -0.03 0.00 -0.17
N 0.081156 0.057908 2.206308 -0.15 -0.01 0.12
C 1.360779 0.211630 2.679966 0.13 -0.03 0.10
C 1.445692 0.471899 4.009170 -0.07 0.00 -0.14
S -0.126705 0.566716 4.669604 0.08 0.00 0.08
C 2.438467 0.149897 1.695330 0.09 0.03 0.12
C 3.779753 0.128613 1.908512 -0.15 -0.04 -0.06
S 4.601409 0.097107 0.411837 0.02 0.06 0.08
C 3.122846 0.126049 -0.426656 -0.08 -0.05 -0.03
N 2.076441 0.145708 0.363849 0.08 -0.03 -0.12
C 3.059532 0.134027 -1.915388 0.06 0.00 -0.06
H -2.475851 0.291419 1.831254 -0.03 -0.01 0.01
H -2.744935 1.106205 3.380099 0.00 -0.01 0.01
H -2.759204 -0.657006 3.296613 0.01 -0.01 0.04
H 2.325396 0.651005 4.602869 0.00 0.00 0.02
H 4.302743 0.123337 2.849207 0.03 -0.01 0.00
H 4.057210 0.077276 -2.346038 -0.01 -0.01 0.00
H 2.598623 1.061320 -2.259438 0.01 0.01 0.01
H 2.480999 -0.715905 -2.280568 0.00 0.00 0.02
N -0.251629 0.056564 -2.459375 0.04 -0.09 -0.14
C -0.573077 -1.086157 -3.277745 -0.07 -0.09 -0.07
C 0.009333 -1.207231 -4.532314 -0.04 -0.03 0.00
C -0.346040 -2.241255 -5.384584 0.03 0.03 0.00
C -1.309267 -3.155458 -4.992301 -0.06 -0.03 0.08
C -1.883770 -3.045249 -3.736262 0.09 0.05 -0.09
C -1.517952 -2.024760 -2.858524 -0.01 -0.04 -0.10
C -2.073410 -2.077752 -1.489796 0.07 0.10 0.11
C -3.408574 -2.368682 -1.220206 0.10 0.04 -0.04
C -3.803196 -2.678486 0.074272 -0.17 0.00 -0.04
C -2.893383 -2.736700 1.115702 0.20 -0.01 0.19
C -1.550135 -2.428331 0.887507 -0.12 0.04 -0.12
C -1.235600 -1.993935 -0.387046 -0.10 -0.16 -0.04
H 0.572956 0.490276 -2.861448 0.03 0.05 0.12
H -0.979784 0.760691 -2.605598 0.00 0.04 0.06
H 0.726736 -0.463533 -4.860503 0.01 0.01 0.01
H 0.120000 -2.318746 -6.357263 0.00 0.00 -0.01
H -1.605217 -3.961535 -5.649192 0.02 0.01 -0.02
H -2.603979 -3.781783 -3.405830 -0.01 -0.02 0.00
H -4.129815 -2.376756 -2.027094 0.01 0.01 -0.03
H -4.840698 -2.921622 0.262944 0.01 -0.01 0.01
H -3.216246 -3.045175 2.101852 0.03 0.01 0.01
H -0.804277 -2.501439 1.668210 -0.04 0.00 0.05
O -0.085327 2.876141 1.902629 -0.02 0.05 0.03
C -0.933265 2.865248 1.038862 -0.01 0.09 -0.02
N -1.033196 1.902538 0.049047 0.02 -0.11 -0.26
S -2.235908 2.211826 -1.025467 -0.25 -0.06 0.12
O -1.685232 2.558839 -2.313696 0.03 0.07 -0.01
O -3.172116 1.116667 -1.021935 0.04 0.00 0.09
C -2.843977 3.629008 -0.193446 0.02 0.08 0.03
C -3.920837 4.425793 -0.524483 0.02 0.04 0.04
C -4.172973 5.510486 0.306526 -0.03 0.01 -0.02
C -3.366822 5.774871 1.410730 0.02 0.00 0.01
C -2.283533 4.962961 1.720198 0.02 -0.04 -0.03
C -2.032153 3.877706 0.898793 0.00 -0.04 -0.03
H -4.536654 4.218928 -1.388341 -0.01 -0.01 -0.01
H -5.007290 6.164819 0.092665 0.00 -0.01 -0.02
H -3.591569 6.631085 2.032030 0.01 0.00 0.02
H -1.644987 5.161987 2.570156 0.00 -0.01 0.00
```
Forces are in eV/Å.

* multiplicity: 5
* relative energy (zero: lowest compared OMol25 entry of this formula, charge and spin): 0.0000 eV
* charge: +1
* expectation value of S²: 6.01
* energy: -75965.6531 eV
* HOMO-LUMO gap (spin up / spin down): 8.500 / 6.394 eV
* molecular weight: 649.61 g mol⁻¹

2.
A 2-piece molecular cluster, C2H4ClN2O2 overall, computed with ωB97M-V/def2-TZVPD.

Structure (XYZ):
```
11
Properties=species:S:1:pos:R:3:forces:R:3
C -0.096220 1.090407 -0.126559 2.94 -1.40 -0.42
C 0.976198 0.368792 0.405875 -2.25 3.37 -0.69
N -1.315208 0.757480 0.328047 0.30 -0.77 0.87
N 0.469119 -1.716117 0.156368 -0.36 -0.72 -1.23
O -0.917986 -1.751377 -0.056438 0.00 -0.79 -0.16
O -2.320069 1.240770 -0.250529 -1.93 1.39 -1.02
Cl 2.531234 0.638191 -0.141997 2.24 0.28 -1.15
H -1.341505 -0.858261 0.180739 0.78 0.02 0.33
H 0.146981 1.558569 -1.097867 -0.89 0.05 0.22
H 1.006823 0.237931 1.419825 -0.34 -1.08 2.34
H 0.860633 -1.566383 -0.817459 -0.50 -0.36 0.91
```
Forces are in eV/Å.

* multiplicity: 3
* charge: -1
* expectation value of S²: 2.01
* energy: -21730.4458 eV
* HOMO-LUMO gap (spin up / spin down): 5.039 / 6.770 eV
* molecular weight: 123.52 g mol⁻¹

3.
C36H34AsNO6P2PdS3 as an isolated structure, computed with ωB97M-V/def2-TZVPD.

Structure (XYZ):
```
84
Properties=species:S:1:pos:R:3:forces:R:3
Pd -0.324453 -0.026123 -1.190683 0.63 0.15 -0.19
S 0.088145 -2.778052 1.043592 -0.01 0.15 0.03
P 1.369202 -1.202221 1.242824 0.00 0.01 -0.03
C 0.798004 0.222026 0.479806 -0.03 -0.18 -0.03
P 1.567342 1.718927 0.042643 -0.11 0.07 0.04
S 1.087908 2.036863 -1.864170 0.00 0.00 0.02
C 3.359373 1.736182 0.333003 0.00 -0.01 0.00
C 3.894109 1.946342 1.603506 -0.02 0.00 0.03
C 5.262019 1.869843 1.807011 0.03 -0.01 0.01
C 6.105598 1.573738 0.745049 0.01 0.00 0.00
C 5.578579 1.356619 -0.518943 0.03 -0.01 0.00
C 4.210466 1.440299 -0.726967 -0.03 -0.01 -0.03
C 0.873593 3.013785 1.107716 0.04 0.00 0.02
C -0.446199 2.885783 1.536101 -0.03 -0.02 -0.02
C -1.031840 3.885762 2.295582 -0.01 0.01 0.01
C -0.307359 5.022789 2.626306 0.00 0.00 0.00
C 0.998997 5.165830 2.180972 -0.01 0.01 0.01
C 1.587418 4.167438 1.419357 0.03 0.01 -0.02
C 1.602541 -1.010602 3.028963 0.00 0.01 0.00
C 1.553449 0.257965 3.595312 -0.09 0.00 0.01
C 1.728392 0.419223 4.963097 0.00 0.00 0.00
C 1.948883 -0.688105 5.766810 0.00 0.00 0.01
C 1.982741 -1.959779 5.206799 0.00 0.00 0.03
C 1.804518 -2.123050 3.843788 0.10 -0.04 -0.01
C 2.974049 -1.632051 0.527469 -0.07 -0.14 0.00
C 4.149621 -1.656860 1.266712 0.01 0.09 0.04
C 5.344052 -2.002103 0.649364 0.02 0.00 0.00
C 5.362774 -2.324699 -0.698162 0.00 0.00 -0.02
C 4.187069 -2.297883 -1.439007 0.02 0.01 -0.01
C 2.993107 -1.954467 -0.830221 -0.03 -0.01 -0.02
H 3.247637 2.184502 2.438059 0.00 0.00 -0.01
H 5.668753 2.043438 2.795096 0.00 0.00 0.00
H 7.174730 1.513080 0.904395 0.00 0.00 0.00
H 6.232721 1.121485 -1.348333 0.01 0.00 0.00
H 3.791194 1.279707 -1.712681 0.00 0.00 0.00
H -1.020586 2.014645 1.241852 0.01 0.01 0.00
H -2.058841 3.781036 2.620675 -0.01 0.00 0.01
H -0.764923 5.802649 3.221146 0.00 0.00 0.00
H 1.560873 6.058840 2.421558 0.00 0.01 0.00
H 2.602409 4.292997 1.063275 -0.01 -0.01 0.01
H 1.342661 1.119554 2.974393 0.01 -0.01 -0.01
H 1.680941 1.409488 5.397497 0.00 0.00 0.00
H 2.082539 -0.564136 6.833607 0.00 0.00 0.00
H 2.141936 -2.825755 5.835611 0.00 0.00 0.00
H 1.822829 -3.115408 3.409548 0.00 0.00 -0.01
H 4.141389 -1.397223 2.318072 -0.01 -0.01 0.00
H 6.260646 -2.016216 1.225002 0.00 0.00 0.00
H 6.295404 -2.598148 -1.175243 0.00 0.00 0.00
H 4.199806 -2.548671 -2.491594 0.00 0.00 0.00
H 2.070931 -1.942700 -1.402090 0.00 0.00 0.01
O -2.544660 -0.620480 0.862883 -0.05 0.19 0.16
As -2.424292 -2.914445 -1.066125 0.15 -0.04 -0.07
O -3.656103 -1.517426 -1.133999 -0.08 -0.10 0.10
O -0.845688 -2.203191 -1.075834 -0.19 -0.03 0.19
C -2.762344 -3.120602 -2.999314 -0.08 -0.01 0.04
C -3.227920 -4.372716 -3.368614 -0.01 -0.04 -0.04
C -3.791233 -4.602295 -4.622114 0.02 0.03 0.02
C -3.928602 -3.555666 -5.512056 0.01 0.01 0.02
C -3.469027 -2.288819 -5.164943 0.02 -0.01 -0.12
C -2.881990 -2.082067 -3.929167 0.04 0.01 -0.01
S -2.141343 -0.479777 -3.709849 -0.17 -0.10 0.08
O -2.775523 0.234336 -2.467843 -0.01 0.01 -0.02
O -2.487302 0.327685 -4.833284 -0.01 0.02 -0.03
O -0.740797 -0.696988 -3.431474 -0.07 0.10 0.06
H -1.899919 -0.287663 1.504504 0.12 -0.09 -0.04
H -3.174768 -5.189976 -2.657228 0.00 0.01 0.02
H -4.138716 -5.593004 -4.884609 0.00 0.00 0.00
H -4.386855 -3.711991 -6.479279 0.00 0.00 0.00
H -3.546316 -1.463860 -5.859032 0.00 0.00 0.01
C -5.390639 0.396300 0.242204 0.01 -0.01 -0.01
C -4.748657 0.595554 -1.134213 -0.04 -0.02 0.01
C -4.484646 2.084820 -1.364365 -0.01 0.00 0.00
C -5.679608 0.057430 -2.221064 0.00 0.02 -0.01
C -3.425408 -0.207263 -1.165629 0.01 0.05 -0.10
N -2.481751 0.285851 -0.157142 -0.19 -0.09 -0.13
H -6.392116 0.828780 0.230668 0.00 0.01 0.00
H -4.817165 0.894284 1.024530 0.01 -0.01 0.01
H -5.474218 -0.660767 0.493521 -0.01 -0.01 -0.01
H -5.408716 2.636254 -1.180964 0.00 0.01 -0.01
H -4.165664 2.280481 -2.386825 0.01 0.00 0.00
H -3.719836 2.464374 -0.686324 0.00 0.00 0.01
H -6.592393 0.655697 -2.233873 -0.01 0.00 0.00
H -5.950465 -0.981783 -2.038433 0.01 -0.01 0.01
H -5.220468 0.132348 -3.208191 0.01 0.01 0.00
```
Forces are in eV/Å.

* multiplicity: 5
* relative energy (zero: lowest compared OMol25 entry of this formula, charge and spin): 1.3084 eV
* charge: 0
* expectation value of S²: 6.02
* energy: -167056.7070 eV
* HOMO-LUMO gap (spin up / spin down): 7.231 / 6.501 eV
* molecular weight: 916.16 g mol⁻¹

4.
A 3-piece molecular cluster, C20H43BFN4O4 overall, computed with ωB97M-V/def2-TZVPD.

Structure (XYZ):
```
73
Properties=species:S:1:pos:R:3:forces:R:3
C 1.314988 -2.042317 3.558100 -0.01 0.50 -0.31
C 1.720242 -1.721918 2.302221 -0.24 0.22 0.32
C 0.822136 -1.760542 1.077757 0.37 1.72 1.46
C 1.307949 -0.630658 0.117689 -0.05 0.38 -0.29
C 2.702597 -0.798267 -0.418187 -0.58 -0.33 0.04
O 3.063635 -1.381988 -1.367585 0.51 0.04 -0.44
F 3.629012 -0.113814 0.340151 0.07 0.12 0.14
C 1.014306 -3.227973 0.486488 0.26 -1.52 0.25
O 1.018486 -3.339253 -0.746951 -0.17 0.64 -0.02
O 1.134851 -4.130410 1.347578 -0.25 0.63 -0.27
N -0.574127 -1.598070 1.551224 0.19 0.78 -1.60
C -0.876449 -0.236019 2.001960 -0.74 -0.37 0.49
N -1.860495 -0.256880 3.093252 0.19 0.39 -0.03
B -1.614368 -2.047152 0.594161 -0.08 -0.70 0.54
C -2.876289 -2.836418 1.135379 0.42 0.36 -0.25
O -1.574405 -1.822940 -0.767004 -0.76 0.48 0.25
H 1.765685 -2.848677 4.126111 1.10 1.00 0.65
H 0.479802 -1.512172 4.004712 -1.09 -1.25 -0.46
H 2.741436 -1.388348 2.129245 0.54 -1.70 -0.38
H 1.320792 0.334484 0.626148 -0.16 -0.07 0.25
H 0.662747 -0.508438 -0.748184 0.03 -0.41 -0.17
H 0.019951 0.273242 2.350458 0.23 -0.23 -0.05
H -1.314567 0.380091 1.200029 0.16 0.22 -0.01
H -2.777079 0.008816 2.766858 -0.11 -0.21 0.02
H -1.887035 -1.191490 3.476400 -0.06 -0.04 0.04
H -2.928471 -2.826524 2.219147 -0.06 -0.16 0.08
H -2.752289 -3.863158 0.782676 -0.17 -0.11 0.04
H -3.783188 -2.412073 0.702009 -0.15 -0.18 -0.02
H -1.384691 -0.899297 -0.953259 0.61 -0.17 -0.25
C -8.101462 2.468784 -0.585169 -0.03 0.01 -0.01
C -7.394636 1.141192 -0.817938 -0.13 0.09 -0.07
N -7.259814 0.345775 0.386014 0.12 -0.09 0.11
C -6.345651 -0.775947 0.236961 0.24 -0.07 -0.06
C -6.717772 -1.885680 -0.752490 0.03 -0.11 0.06
C -8.493793 0.064985 1.095916 -0.22 0.15 0.09
C -9.615755 -0.657673 0.337439 -0.06 -0.07 0.10
H -7.610129 3.036651 0.206051 -0.01 -0.04 0.04
H -8.074445 3.065527 -1.498067 0.00 -0.01 -0.01
H -9.149855 2.334291 -0.314879 0.00 0.01 0.01
H -6.390423 1.357448 -1.191306 0.05 -0.13 0.03
H -7.915891 0.600197 -1.624242 0.02 0.04 -0.04
H -6.174024 -1.221913 1.220032 -0.11 0.05 0.04
H -5.374466 -0.369681 -0.063001 -0.05 0.08 -0.04
H -7.511348 -2.525546 -0.367826 -0.05 0.03 -0.04
H -5.850048 -2.524778 -0.925103 0.02 0.02 0.01
H -7.028580 -1.489314 -1.719921 -0.01 0.02 0.01
H -8.893388 1.013322 1.465969 0.03 0.03 -0.07
H -8.250569 -0.499726 1.999062 0.12 -0.06 -0.07
H -9.774171 -0.243347 -0.659277 0.03 0.01 0.00
H -10.554534 -0.551580 0.886118 0.01 0.02 0.01
H -9.423995 -1.724813 0.239688 0.03 0.01 -0.10
C 6.530548 -0.102413 -1.756731 0.09 -0.05 -0.02
C 7.753248 0.725439 -2.122740 -0.11 -0.13 0.15
N 7.470232 2.145206 -2.241132 0.09 0.16 -0.11
C 8.544588 2.899567 -2.855785 0.09 0.02 -0.18
C 9.889921 2.979074 -2.121443 0.05 0.13 -0.03
C 6.848653 2.757264 -1.079868 -0.26 -0.04 0.16
C 7.583127 2.667283 0.264273 -0.01 0.13 0.05
H 5.715369 0.066322 -2.459899 -0.02 0.02 0.02
H 6.794200 -1.159913 -1.794322 -0.06 -0.02 0.01
H 6.162559 0.100937 -0.751804 -0.01 0.01 -0.01
H 8.122078 0.373125 -3.090389 0.06 0.14 -0.03
H 8.552326 0.517636 -1.392171 0.02 -0.02 -0.02
H 8.188797 3.915257 -3.053444 -0.06 0.00 0.10
H 8.725276 2.463740 -3.844162 -0.03 -0.09 0.04
H 9.847161 3.650084 -1.264353 -0.01 -0.06 0.05
H 10.653295 3.373422 -2.796759 -0.01 -0.01 -0.02
H 10.230200 2.001241 -1.780020 -0.03 -0.01 0.01
H 5.859894 2.310252 -0.953740 0.04 -0.09 -0.02
H 6.647659 3.807509 -1.309052 0.12 0.01 -0.10
H 7.969407 1.665850 0.456413 -0.01 -0.02 -0.03
H 6.891554 2.908397 1.074016 -0.02 -0.02 -0.01
H 8.409498 3.374711 0.330501 0.07 -0.07 -0.02
```
Forces are in eV/Å.

* charge: -1
* energy: -38982.1998 eV
* HOMO-LUMO gap: 6.618 eV
* molecular weight: 433.40 g mol⁻¹

5.
A 2-piece molecular cluster, C4H10O5 overall, computed with ωB97M-V/def2-TZVPD.

Structure (XYZ):
```
19
Properties=species:S:1:pos:R:3:forces:R:3
C 1.733555 -1.188943 -0.153912 -0.20 -0.02 -0.22
C 1.583582 0.045680 0.686741 0.20 -0.17 0.13
C 2.229319 0.008298 2.042712 -0.09 0.34 0.02
O 0.978885 1.023081 0.296876 -0.02 0.07 0.04
H 0.748569 -1.505264 -0.499961 0.05 0.03 0.00
H 2.215163 -1.997814 0.383502 0.09 -0.08 0.07
H 2.323241 -0.942717 -1.037849 0.03 0.02 -0.02
H 3.272266 -0.290034 1.953061 0.06 -0.08 -0.01
H 2.160371 0.978168 2.528096 -0.02 0.01 0.00
H 1.720496 -0.737832 2.652094 0.00 -0.11 0.04
O -3.769370 1.507479 -0.708037 -0.10 0.24 -0.30
O -2.740698 0.670990 -0.222319 0.79 -0.01 -0.89
C -1.868614 0.167354 -1.362359 -1.58 0.65 0.48
O -0.873331 0.993081 -1.709872 0.28 0.14 0.19
O -1.449433 -1.003940 -0.786114 -0.63 -0.73 1.08
H -3.366829 2.391233 -0.720967 0.09 -0.20 0.08
H -2.537693 0.028495 -2.225922 0.12 0.12 0.29
H -0.185832 1.019781 -0.996569 -0.20 -0.03 -0.15
H -2.173647 -1.167096 -0.119201 1.13 -0.19 -0.84
```
Forces are in eV/Å.

* relative energy (zero: lowest compared OMol25 entry of this formula, charge and spin): 3.5247 eV
* SMILES: CC(C)=O.OOC(O)O
* charge: 0
* energy: -14544.8997 eV
* HOMO-LUMO gap: 11.009 eV
* molecular weight: 138.12 g mol⁻¹